{
  "formula": "C64H147NO30",
  "method": "ωB97M-V with the def2-TZVPD basis set",
  "homo_lumo_gap_ev": 9.128,
  "homo_energy_ev": -9.020,
  "smiles": "COCCOCCOC.COCCOCCOC.COCCOCCOC.COCCOCCOC.COCCOCCOC.COCCOCCOC.COCCOCCOC.COCCOCCOC.COCCOCCOC.COCCOCCOC.CCCC#N",
  "elements": ["C", "O", "C", "C", "O", "C", "C", "O", "C", "H", "H", "H", "H", "H", "H", "H", "H", "H", "H", "H", "H", "H", "H", "C", "O", "C", "C", "O", "C", "C", "O", "C", "H", "H", "H", "H", "H", "H", "H", "H", "H", "H", "H", "H", "H", "H", "C", "O", "C", "C", "O", "C", "C", "O", "C", "H", "H", "H", "H", "H", "H", "H", "H", "H", "H", "H", "H", "H", "H", "C", "O", "C", "C", "O", "C", "C", "O", "C", "H", "H", "H", "H", "H", "H", "H", "H", "H", "H", "H", "H", "H", "H", "C", "O", "C", "C", "O", "C", "C", "O", "C", "H", "H", "H", "H", "H", "H", "H", "H", "H", "H", "H", "H", "H", "H", "C", "O", "C", "C", "O", "C", "C", "O", "C", "H", "H", "H", "H", "H", "H", "H", "H", "H", "H", "H", "H", "H", "H", "C", "O", "C", "C", "O", "C", "C", "O", "C", "H", "H", "H", "H", "H", "H", "H", "H", "H", "H", "H", "H", "H", "H", "C", "O", "C", "C", "O", "C", "C", "O", "C", "H", "H", "H", "H", "H", "H", "H", "H", "H", "H", "H", "H", "H", "H", "C", "O", "C", "C", "O", "C", "C", "O", "C", "H", "H", "H", "H", "H", "H", "H", "H", "H", "H", "H", "H", "H", "H", "C", "O", "C", "C", "O", "C", "C", "O", "C", "H", "H", "H", "H", "H", "H", "H", "H", "H", "H", "H", "H", "H", "H", "C", "C", "C", "C", "N", "H", "H", "H", "H", "H", "H", "H"],
  "coordinates": [[14.831222, 25.561283, 20.190279], [15.504692, 25.638495, 18.961263], [16.732148, 24.916748, 18.944051], [17.869098, 25.712074, 19.557165], [17.779491, 25.873651, 20.985272], [18.234455, 24.705341, 21.676504], [18.183235, 25.003021, 23.136554], [19.210442, 25.851086, 23.608352], [19.080097, 26.317898, 24.913369], [15.302267, 26.202116, 20.908236], [14.883176, 24.562918, 20.628385], [13.794714, 25.771602, 19.983054], [17.074365, 24.735006, 17.928680], [16.669703, 23.930651, 19.440412], [17.888848, 26.725660, 19.181900], [18.805132, 25.256122, 19.233989], [19.247082, 24.429189, 21.357072], [17.590054, 23.852792, 21.482831], [18.206662, 24.072660, 23.732867], [17.203380, 25.495083, 23.310875], [18.242825, 26.997343, 24.992158], [19.956448, 26.932809, 25.113673], [18.950874, 25.475864, 25.620288], [9.413285, 15.325879, 18.538263], [9.987978, 14.040605, 18.328670], [10.956509, 13.700232, 19.295443], [12.300062, 14.380980, 19.009821], [12.948378, 13.877404, 17.880825], [12.349574, 14.185744, 16.602276], [13.437589, 14.003732, 15.546579], [12.881140, 14.325521, 14.248930], [13.852781, 14.137821, 13.224873], [9.005124, 15.389358, 19.548806], [8.529649, 15.403562, 17.902564], [10.105274, 16.118566, 18.327894], [11.116469, 12.614443, 19.238676], [10.602935, 13.883851, 20.296901], [12.996085, 14.228427, 19.836984], [12.099025, 15.456166, 18.893779], [11.986525, 15.217368, 16.636372], [11.512956, 13.528502, 16.342887], [13.743501, 12.964684, 15.501509], [14.261330, 14.678414, 15.798979], [13.415289, 14.364418, 12.246558], [14.240400, 13.121143, 13.317486], [14.676413, 14.847483, 13.258699], [17.388071, 12.697986, 16.112149], [17.687425, 12.687925, 14.719159], [18.093964, 13.940614, 14.223514], [18.155181, 13.971105, 12.689907], [16.882158, 14.266203, 12.108024], [16.908759, 14.249042, 10.678727], [16.933748, 12.827066, 10.073310], [18.087437, 12.085920, 10.260466], [19.157878, 12.476923, 9.440230], [18.277973, 12.992570, 16.672989], [17.143304, 11.657680, 16.341766], [16.537592, 13.351007, 16.297904], [19.087268, 14.154311, 14.621802], [17.404188, 14.710887, 14.603123], [18.556072, 13.015592, 12.366591], [18.857644, 14.743491, 12.331634], [17.739719, 14.879248, 10.296298], [16.008365, 14.773645, 10.377213], [16.689293, 12.950463, 9.003773], [16.099077, 12.265748, 10.491853], [18.894231, 12.443534, 8.365282], [19.954347, 11.719230, 9.505676], [19.615944, 13.451309, 9.648121], [13.473919, 20.420060, 20.375005], [12.375377, 19.551312, 20.242585], [11.150219, 20.172647, 20.531374], [9.993833, 19.460195, 19.897802], [10.068299, 19.544832, 18.493431], [8.860377, 19.061469, 17.916675], [9.082258, 18.924446, 16.383902], [9.885265, 17.856358, 15.973666], [11.256780, 18.132714, 15.888601], [14.384792, 19.857988, 20.223589], [13.520180, 20.880247, 21.363469], [13.535347, 21.193769, 19.593683], [11.132266, 21.181086, 20.048712], [10.990018, 20.286348, 21.596358], [9.080778, 19.920097, 20.281303], [10.039285, 18.420937, 20.212456], [8.047867, 19.772694, 18.111732], [8.510339, 18.117293, 18.334625], [9.446336, 19.857549, 15.951758], [8.117755, 18.788109, 15.902145], [11.865187, 17.922421, 16.763333], [11.393617, 19.178247, 15.589017], [11.654464, 17.527510, 15.069919], [22.851575, 10.187904, 17.254071], [22.659304, 11.479453, 17.754771], [22.026659, 12.255886, 16.731301], [21.827458, 13.664078, 17.267103], [20.805675, 13.729158, 18.231068], [21.111679, 13.255749, 19.536012], [20.162563, 13.821812, 20.588922], [20.400861, 15.220817, 20.703482], [19.625203, 15.833589, 21.688039], [23.492850, 10.223962, 16.376732], [21.891696, 9.748564, 17.010678], [23.372024, 9.601872, 18.017052], [21.025742, 11.820450, 16.554401], [22.619518, 12.275224, 15.814677], [21.580729, 14.358039, 16.489148], [22.760507, 14.010331, 17.721681], [22.158175, 13.532520, 19.763739], [21.082996, 12.161082, 19.641924], [20.372108, 13.325465, 21.539191], [19.122054, 13.633810, 20.329724], [19.735675, 16.910907, 21.549005], [19.965857, 15.632524, 22.699178], [18.556711, 15.620444, 21.636963], [20.152594, 17.024304, 16.247894], [19.836702, 18.378594, 16.150856], [18.941046, 18.856224, 17.134850], [18.718457, 20.327228, 16.951076], [19.836030, 21.014982, 17.451441], [19.662691, 22.379345, 17.773475], [19.427839, 23.261469, 16.512502], [19.642507, 24.600914, 16.793517], [19.478632, 25.400520, 15.612653], [20.852026, 16.798279, 15.471220], [19.255673, 16.460863, 15.961800], [20.372926, 16.631946, 17.264562], [19.327828, 18.657443, 18.148675], [17.958904, 18.391956, 17.056123], [17.801495, 20.564180, 17.510157], [18.486990, 20.565350, 15.902193], [20.453123, 22.720985, 18.445782], [18.791507, 22.510824, 18.428151], [18.426715, 23.036511, 16.099040], [20.201747, 22.977969, 15.798194], [20.139230, 25.110557, 14.791098], [19.578511, 26.432565, 15.900508], [18.454536, 25.264960, 15.206245], [10.023641, 24.149502, 14.686164], [10.007572, 22.797200, 15.241033], [10.906496, 22.519691, 16.295288], [10.339409, 22.947137, 17.643735], [10.340320, 24.360635, 17.743631], [11.478309, 24.960313, 18.225031], [11.492391, 26.437805, 17.926353], [11.651555, 26.644284, 16.536915], [11.560679, 27.971927, 16.091853], [9.124100, 24.671161, 14.986249], [9.912524, 24.105250, 13.586271], [10.997581, 24.621767, 14.834761], [11.935571, 22.847702, 16.169701], [10.997760, 21.425237, 16.289433], [11.001289, 22.561004, 18.429690], [9.334849, 22.587617, 17.781108], [12.426330, 24.538092, 17.870597], [11.530522, 24.900431, 19.307802], [12.279121, 26.871965, 18.581362], [10.590011, 26.940725, 18.295147], [10.525727, 28.332273, 16.179744], [11.808293, 28.007364, 15.036437], [12.264679, 28.644757, 16.580820], [10.810763, 21.094991, 12.061754], [12.000241, 20.445544, 12.173251], [12.876758, 20.955758, 13.191670], [14.162203, 20.169797, 13.212366], [13.913259, 18.800703, 13.637052], [15.087921, 18.061726, 13.873547], [15.753736, 17.408595, 12.694844], [16.516887, 18.413361, 12.033911], [17.064030, 17.897947, 10.852831], [10.310739, 21.210046, 13.043082], [10.183295, 20.626531, 11.307739], [10.986927, 22.138454, 11.786205], [12.411255, 21.018970, 14.168747], [13.107463, 22.002703, 12.961648], [14.879114, 20.643229, 13.894022], [14.656742, 20.193409, 12.228469], [14.722085, 17.330904, 14.570295], [15.905332, 18.632796, 14.364936], [15.067874, 16.954862, 11.984196], [16.497034, 16.666039, 12.992154], [16.338371, 17.936996, 10.056390], [17.326127, 16.861247, 11.094202], [17.996320, 18.406925, 10.577175], [17.564412, 15.333192, 18.291121], [16.556589, 16.098354, 17.649978], [15.481789, 16.346953, 18.517727], [14.518877, 17.309626, 17.858035], [15.122043, 18.553209, 17.627552], [14.316005, 19.485790, 16.964936], [15.112578, 20.800502, 16.784407], [14.193495, 21.805098, 16.487109], [14.842683, 23.030367, 16.344982], [18.398515, 15.192446, 17.575256], [17.238743, 14.302089, 18.553491], [18.021591, 15.788683, 19.199192], [15.782610, 16.732294, 19.478960], [14.892126, 15.453994, 18.707592], [13.594900, 17.402066, 18.456098], [14.165410, 16.802010, 16.950583], [13.383150, 19.648836, 17.514674], [13.958198, 19.036141, 16.034000], [15.817574, 20.683194, 15.966306], [15.652477, 21.051022, 17.677611], [15.618026, 23.072197, 15.569728], [15.272139, 23.343333, 17.314565], [14.102424, 23.796592, 16.062947], [15.229076, 24.236776, 12.940115], [15.724221, 22.929368, 12.990172], [17.119386, 22.860992, 12.868137], [17.541384, 21.420214, 13.107803], [19.002220, 21.395012, 13.170069], [19.569147, 20.096035, 13.155542], [20.982368, 20.054962, 13.641216], [21.806473, 20.729878, 12.711706], [23.103238, 20.889944, 13.105129], [15.453920, 24.604704, 11.941979], [15.605407, 24.920595, 13.684021], [14.137176, 24.133824, 13.015030], [17.659401, 23.543520, 13.561815], [17.509218, 23.253806, 11.926283], [17.167689, 20.740530, 12.331923], [17.160878, 21.002541, 14.042863], [19.589815, 19.706006, 12.131943], [18.884596, 19.469757, 13.727749], [21.291694, 18.987400, 13.706197], [21.069928, 20.502229, 14.648597], [23.720657, 21.284695, 12.285496], [23.573068, 19.948474, 13.385597], [23.233644, 21.532329, 14.002873], [13.618823, 16.502463, 21.891484], [13.545747, 17.133173, 23.231025], [12.479888, 18.220790, 23.344772], [11.164049, 17.577035, 23.021489], [10.165704, 17.044993, 22.885370], [13.867208, 17.294847, 21.148552], [12.680000, 16.024656, 21.641650], [14.466809, 15.825329, 21.871465], [14.482648, 17.658685, 23.521411], [13.374093, 16.412917, 24.041370], [12.619788, 18.897832, 22.488326], [12.384476, 18.719493, 24.322016]],
  "forces_ev_per_angstrom": [[0.2, -0.5, -0.1], [0.6, -0.9, -0.7], [0.5, 0.6, 0.5], [-0.1, 0.2, 0.7], [0.5, -1.0, -0.5], [0.4, 0.8, -0.2], [-0.7, 0.3, 1.5], [0.5, -0.3, -1.4], [-0.2, -0.2, 0.1], [-0.1, 0.7, 0.5], [0.0, -0.4, -0.1], [-0.3, 0.4, 0.2], [-0.5, 0.0, -0.4], [-0.3, 0.2, -0.1], [-0.2, 0.3, -0.3], [0.3, -0.2, 0.3], [0.0, 0.1, 0.0], [-0.3, -0.2, -0.1], [-0.1, 0.1, -0.2], [0.2, -0.2, 0.1], [-0.6, 0.1, 0.2], [0.2, -0.4, 0.2], [0.2, 0.4, 0.0], [-0.8, -1.0, 0.2], [-0.3, 0.2, 0.1], [0.8, -0.6, -0.6], [-0.8, 0.1, 0.3], [0.1, -0.3, -1.1], [0.3, -0.2, 0.1], [-0.9, 0.7, -0.7], [0.5, 0.3, 0.6], [-0.3, 0.2, 0.2], [0.3, 0.2, 0.3], [0.3, 0.0, -0.3], [0.3, 0.6, -0.1], [-0.1, 0.2, -0.2], [-0.2, 0.5, 0.6], [-0.1, 0.1, 0.1], [0.2, 0.1, 0.1], [0.0, 0.0, -0.2], [0.0, 0.1, 0.3], [0.4, -0.3, 0.3], [0.3, -0.2, -0.2], [-0.4, -0.5, 0.2], [0.2, 0.0, -0.5], [0.3, 0.0, 0.6], [0.4, -0.5, -1.0], [-0.2, -0.3, -0.4], [-0.4, 0.4, -0.1], [0.0, 0.2, 0.4], [0.4, -0.4, -0.2], [0.5, -0.3, 0.4], [-1.3, 1.2, -0.3], [0.8, -0.1, 0.1], [0.8, -0.7, -1.0], [-0.1, 0.1, 0.2], [-0.1, 0.2, 0.2], [-0.1, 0.2, 0.3], [0.3, 0.2, 0.0], [0.1, 0.1, -0.2], [-0.2, -0.3, -0.2], [0.0, 0.0, 0.4], [-0.1, -0.4, 0.2], [-0.3, -0.2, -0.2], [0.2, -0.1, 0.0], [0.1, -0.1, 0.2], [-0.3, 0.3, 0.3], [-0.3, 0.2, 0.4], [-0.3, 0.0, 0.3], [0.4, 0.2, -0.3], [0.2, -0.3, -0.1], [-0.2, 1.5, -1.4], [0.6, -0.4, 0.3], [-0.4, -0.3, 0.2], [0.4, 0.4, -1.5], [-0.7, 0.3, 0.6], [-0.1, -0.4, 0.6], [0.4, 0.2, -1.2], [0.2, -0.5, 0.1], [-0.1, 0.2, 0.1], [-0.6, 0.1, 0.2], [0.2, -0.3, 0.6], [0.0, 0.0, 0.5], [-0.2, 0.0, 0.0], [-0.3, -0.4, 0.1], [0.0, 0.2, -0.1], [0.4, -0.3, 0.1], [0.3, 0.3, 0.2], [-0.3, -0.2, 0.1], [-0.3, 0.0, 0.6], [0.2, 0.0, 0.1], [0.0, 0.0, 0.0], [0.6, -0.3, 0.5], [-0.1, 0.7, -0.7], [-0.5, 0.3, 1.0], [0.5, -0.7, 0.8], [-0.9, 0.0, 0.4], [0.5, -0.1, 0.4], [0.8, 0.6, -0.6], [-0.2, -0.5, -0.2], [0.0, 1.0, 0.1], [0.0, -0.2, -0.4], [-0.2, -0.4, -0.2], [-0.2, 0.0, -0.1], [0.3, 0.1, -0.3], [0.1, -0.1, -0.1], [-0.3, 0.3, -0.6], [0.2, 0.0, 0.0], [-0.4, 0.1, 0.2], [-0.2, 0.1, -0.4], [0.1, -0.1, 0.1], [-0.3, 0.0, -0.1], [0.0, 0.0, -0.1], [0.2, -0.4, 0.3], [-0.2, -0.3, -0.2], [-1.8, -0.8, 0.3], [0.4, 0.8, 0.3], [0.0, -0.2, -0.1], [-0.4, 0.1, 0.2], [0.6, 0.6, 0.1], [-1.2, 0.5, 0.0], [1.1, -1.4, 0.4], [-0.4, 1.3, -0.3], [-1.0, -0.7, 0.2], [1.0, -0.1, 0.0], [-0.2, -0.2, 0.0], [0.5, 0.6, -0.4], [0.0, 0.1, -0.2], [-0.2, -0.5, -0.1], [0.2, 0.2, 0.2], [0.3, 0.0, 0.0], [0.6, -0.1, -0.7], [-0.4, -0.2, 0.0], [0.2, 0.3, 0.0], [-0.2, -0.5, -0.5], [0.4, 0.0, 0.3], [0.3, 0.3, 0.0], [0.2, 0.1, 0.3], [0.1, -1.4, -0.8], [0.3, 1.1, -0.9], [-0.8, -1.0, 0.4], [1.7, 0.4, -0.2], [-1.3, 0.0, -0.5], [0.8, 0.7, 0.3], [-0.1, 0.5, 0.2], [0.6, -0.3, 0.2], [-0.4, 0.1, -0.1], [0.3, 0.5, 0.7], [0.1, -0.6, 0.3], [-0.4, 0.3, 0.6], [0.0, 0.6, -0.3], [-0.1, 0.1, 0.2], [-0.2, -0.3, 0.0], [-0.4, -0.1, 0.0], [-0.1, -0.2, -0.4], [-0.1, -0.3, 0.6], [0.2, 0.0, -0.8], [-0.3, -0.3, -0.2], [0.2, 0.2, 0.2], [0.0, -0.3, -0.2], [0.0, 0.1, 0.4], [-1.0, 1.6, 0.9], [2.1, -1.3, 0.7], [-0.3, 0.2, -1.0], [0.1, -0.7, -0.1], [0.4, 1.5, -0.7], [0.1, -0.1, 0.4], [0.5, 0.7, -0.3], [-0.1, 0.8, 0.0], [0.7, -0.6, 0.6], [-0.2, -0.5, -0.3], [0.0, -0.1, 0.1], [-0.1, 0.3, -0.5], [-0.4, -0.5, 0.4], [0.2, 0.1, -0.2], [-0.3, 0.0, 0.2], [-0.3, -0.2, 0.1], [0.3, -0.8, 0.4], [-0.5, 0.1, 0.0], [-0.4, -0.1, 0.0], [-0.4, -0.4, 0.4], [-0.2, -0.1, -0.6], [0.1, -0.1, -0.6], [-0.4, 0.2, 0.1], [1.0, -0.7, -0.3], [0.6, -0.3, 0.7], [-1.0, 0.5, -0.4], [-0.4, -0.5, 0.0], [0.8, -0.1, 0.4], [-0.4, 0.1, -0.1], [-1.2, -1.5, -0.4], [-0.3, 0.1, -0.4], [-0.2, 1.4, 0.3], [-0.5, 0.2, 0.3], [-0.2, 0.6, 0.0], [-0.6, 0.1, -0.4], [0.6, 0.3, 0.5], [0.0, -0.5, 0.0], [0.3, 0.2, 0.3], [0.2, 0.3, -0.5], [0.0, 0.4, 0.4], [0.3, 0.4, -0.4], [0.4, 0.0, -0.2], [0.4, 0.0, 0.8], [0.0, -0.5, 0.0], [0.0, -0.1, -0.3], [0.1, -0.3, 0.1], [-1.0, -0.5, -1.2], [0.4, -0.3, 0.6], [1.0, 0.2, 0.6], [1.6, -0.4, -0.3], [-0.8, 0.7, -0.1], [-1.0, 0.0, -0.6], [0.3, -0.1, 0.7], [-1.3, 0.1, -0.6], [1.7, 0.2, 0.8], [0.0, 0.6, -0.2], [0.3, 0.1, 0.5], [0.3, 0.3, 0.1], [-0.5, -0.4, 0.4], [-0.4, -0.4, -0.6], [0.1, 0.2, -0.1], [-0.2, 0.3, 0.3], [-0.2, 0.0, -0.2], [0.4, -0.5, 0.3], [-0.1, 0.4, 0.1], [0.0, -0.1, -0.2], [-0.5, 0.1, 0.1], [0.0, -0.5, 0.0], [-0.3, 0.0, -0.4], [0.8, 0.8, -0.9], [0.7, 1.1, 2.3], [-1.5, -0.7, -1.3], [1.4, 1.0, 1.0], [-1.1, -0.5, -0.4], [-0.5, -0.5, 0.2], [0.0, -0.2, -0.3], [-0.1, -0.5, -0.1], [-0.2, -0.5, -0.4], [0.0, -0.1, -0.3], [0.2, 0.3, 0.6], [0.3, -0.1, -0.5]],
  "mulliken_charge": [-0.76, -0.39, 0.35, -0.85, -0.39, -0.04, -0.83, -0.32, -0.73, 0.41, 0.22, 0.13, 0.05, 0.25, 0.41, 0.31, 0.31, 0.25, 0.39, 0.30, 0.32, 0.24, 0.28, -0.51, -0.39, -1.05, 0.62, -0.47, -0.14, 0.03, -0.54, -0.48, 0.44, 0.30, 0.01, 0.33, 0.46, 0.40, -0.42, -0.21, 0.49, 0.62, -0.17, 0.34, 0.42, -0.07, 0.28, -0.52, 0.55, -0.89, 0.15, -0.68, -0.95, -0.34, -0.74, -0.29, 0.41, -0.17, 0.08, -0.23, 0.54, 0.35, 0.44, 0.40, 0.47, 0.31, 0.35, 0.25, 0.27, -0.99, 0.46, -0.35, -0.99, 0.41, -0.84, -0.26, -0.52, 0.32, 0.26, 0.45, -0.07, -0.16, 0.54, 0.46, 0.22, 0.50, 0.29, -0.13, 0.53, -0.21, -0.29, 0.35, -0.76, -0.29, -0.51, -0.66, -0.05, -0.57, -0.41, -0.31, -0.91, 0.30, 0.33, 0.24, 0.26, 0.54, 0.15, 0.42, 0.37, 0.31, 0.47, 0.16, 0.27, 0.33, 0.33, -0.90, 0.01, -0.72, 1.32, -0.51, -0.74, 0.57, -0.53, -0.62, 0.47, 0.14, 0.32, 0.33, -0.08, -0.06, -0.46, 0.43, 0.18, -0.31, 0.51, 0.37, 0.33, 0.07, -0.77, -0.50, 2.61, -0.44, -0.44, 0.11, -0.76, -0.09, -0.93, 0.29, 0.29, 0.25, -0.92, -0.97, 0.06, 0.47, 0.06, 0.38, 0.29, 0.38, 0.33, 0.24, 0.33, -0.68, -0.49, 0.41, 1.06, -0.51, 0.94, -0.60, 0.11, -0.60, 0.14, 0.33, 0.29, -0.51, 0.21, -1.19, 0.60, -0.04, -0.43, 0.54, -0.20, 0.33, -0.13, 0.21, -1.12, 1.26, -1.72, 0.81, -0.28, 1.33, -0.41, 0.56, -0.10, -0.08, 0.38, 0.27, 0.50, 0.38, -0.38, -0.26, -0.45, -0.69, -0.87, 0.73, -0.57, 0.19, 0.09, -0.84, -0.07, -0.69, 1.44, -0.50, 0.17, -0.72, -0.41, -0.79, 0.37, 0.31, 0.13, -0.02, 0.45, -0.14, -0.53, 0.21, 0.22, 0.30, 0.33, 0.28, 0.33, 0.26, -0.31, -1.03, 0.71, 0.18, -0.57, -0.15, 0.18, 0.52, 0.34, 0.38, -0.63, 0.46]
}